No. 1
The following is a DFT calculation (the ωB97M-V functional and the def2-TZVPD basis) of C29H51As3Cl5N4O2PSV as an isolated structure at a distorted geometry.

Summary:
LUMO (alpha / beta): -2.9 / -3.0 eV
HOMO energy (alpha / beta): -10.85 / -10.85 eV
frontier orbital gap (alpha / beta): 7.928 / 7.870 eV
<S²>: 2.0368

```
! wB97M-V def2-TZVPD RIJCOSX def2/J DEFGRID3
* xyz 1 3
V -0.3095 1.5102 0.6009
C -2.5595 -1.5501 1.8536
As -2.5839 0.0708 0.7795
C -4.2050 0.8659 1.4938
C -3.1471 -0.7320 -0.9150
C -3.3800 0.1319 -2.1719
C -4.1192 -0.7900 -3.1603
C -2.0608 0.5082 -2.8553
As -0.6520 1.5754 -1.9823
C -1.0167 3.3945 -2.5299
C 0.7946 1.0747 -3.1896
C -4.2285 1.3651 -1.8367
As -5.2359 2.2415 -3.3175
C -6.4394 3.2137 -2.1133
C -4.0707 3.7695 -3.7055
H -1.7030 -2.1698 1.5962
H -3.4790 -2.1099 1.6828
H -2.4956 -1.2771 2.9065
H -5.0401 0.1812 1.3422
H -4.4186 1.8151 1.0112
H -4.0563 1.0468 2.5566
H -4.0685 -1.2756 -0.6839
H -2.3889 -1.4900 -1.1363
H -3.5861 -1.7375 -3.2621
H -4.2060 -0.3388 -4.1483
H -5.1295 -1.0045 -2.8063
H -2.2713 1.0460 -3.7859
H -1.5471 -0.4134 -3.1457
H -1.1312 3.4467 -3.6120
H -0.1746 4.0081 -2.2146
H -1.9176 3.7531 -2.0390
H 0.3722 0.5705 -4.0577
H 1.4978 0.4154 -2.6907
H 1.3166 1.9720 -3.5151
H -3.6349 2.1203 -1.3063
H -5.0256 1.0627 -1.1525
H -7.1356 2.5159 -1.6499
H -7.0129 3.9363 -2.6920
H -5.8818 3.7412 -1.3383
H -3.2012 3.4602 -4.2834
H -3.7507 4.2781 -2.7960
H -4.6440 4.4685 -4.3140
Cl 0.2812 1.5392 3.1268
C 1.6945 2.2770 2.3410
C 1.5522 2.4697 0.9836
C 2.6251 3.0910 0.3710
Cl 2.5256 3.4504 -1.3309
C 3.7925 3.4296 1.0567
Cl 5.1221 4.1457 0.2371
C 3.8845 3.1797 2.4290
Cl 5.3115 3.5776 3.2926
C 2.8032 2.6100 3.1021
Cl 2.8473 2.3526 4.7978
O 0.6735 -0.2554 0.4956
P 1.7239 -1.2576 0.9370
N 1.4667 -2.5897 0.0184
C 2.3952 -3.7311 0.0320
C 1.7951 -4.6900 -0.9951
C 0.2980 -4.4003 -0.9117
C 0.2545 -2.8834 -0.7578
N 3.2225 -0.6419 0.6749
C 3.4766 -0.1588 -0.7014
C 4.9897 -0.0135 -0.7605
C 5.4651 -1.1777 0.1030
C 4.4807 -1.1508 1.2672
N 1.7263 -1.7390 2.4924
C 2.4347 -1.1465 3.6319
C 2.8177 -2.3841 4.4305
C 1.5645 -3.2651 4.3179
C 0.8545 -2.7957 3.0272
H 2.4428 -4.1892 1.0256
H 3.4057 -3.4194 -0.2390
H 2.0512 -5.7274 -0.7903
H 2.1655 -4.4439 -1.9922
H -0.1342 -4.8778 -0.0290
H -0.2551 -4.7460 -1.7832
H -0.6356 -2.5354 -0.2361
H 0.2869 -2.3851 -1.7331
H 2.9418 0.7671 -0.8844
H 3.1386 -0.9065 -1.4321
H 5.2927 0.9393 -0.3211
H 5.3658 -0.0483 -1.7814
H 6.4962 -1.0788 0.4372
H 5.3787 -2.1168 -0.4498
H 4.8336 -0.4594 2.0370
H 4.3372 -2.1247 1.7370
H 1.7549 -0.5156 4.2091
H 3.2699 -0.5303 3.3137
H 3.0858 -2.1576 5.4605
H 3.6735 -2.8685 3.9563
H 0.9107 -3.1116 5.1756
H 1.8077 -4.3255 4.2831
H -0.1342 -2.3929 3.2593
H 0.7254 -3.5901 2.2928
O -2.8381 3.3669 2.8387
S -2.1934 3.9313 1.6640
N -1.3252 3.0332 0.8577
*
```

=====

No. 2
The following is a DFT calculation (the ωB97M-V functional and the def2-TZVPD basis) of C29H51BaCl2N4O4Si as an isolated structure at a distorted geometry.

Summary:
LUMO: 2.0 eV
HOMO energy: -3.11 eV
frontier orbital gap: 5.117 eV

```
! wB97M-V def2-TZVPD RIJCOSX def2/J DEFGRID3
* xyz -1 1
C 0.9824 -0.4227 -4.2335
C -0.2005 0.4789 -4.0630
H 1.0028 -0.9458 -5.1883
H 0.9842 -1.1777 -3.4313
H 1.9252 0.1468 -4.1539
C -1.2247 0.6485 -4.9153
C -1.2824 0.0204 -6.2658
H -2.0116 1.3647 -4.6472
H -0.7268 -0.9366 -6.2755
H -0.9103 0.6964 -7.0613
H -2.3320 -0.2020 -6.4925
Ba -0.1606 -0.7884 1.0187
Cl 1.1804 -2.9640 -0.0868
C -1.8339 2.5638 1.0562
O -1.8706 1.3659 1.3576
N -2.8127 3.4538 1.2943
C -4.0746 3.0780 1.9169
C -2.6726 4.8575 0.9558
H -0.9497 3.0230 0.5502
H -4.0642 2.0306 2.2259
H -4.9015 3.2563 1.2163
H -4.2555 3.7308 2.7810
H -1.6725 5.0318 0.5398
H -2.8174 5.4742 1.8550
H -3.4245 5.1421 0.2067
H 0.4359 -1.2613 7.0873
H 2.9524 -1.2749 6.8690
C 0.3548 -1.9016 6.2017
C 2.8413 -1.9262 5.9895
N 1.5371 -1.7232 5.3767
H -0.5274 -1.6465 5.6159
C 1.4041 -1.4852 4.0711
O 0.3003 -1.3348 3.5043
H 3.6075 -1.6842 5.2518
H 2.3640 -1.4361 3.5163
H 0.2876 -2.9393 6.5529
H 2.9748 -2.9675 6.3240
H -1.0689 -2.0969 -2.8248
H -3.4292 -0.6191 -3.6862
C -1.8780 -2.7206 -2.4259
C -3.8940 -1.3922 -3.0560
N -2.9836 -1.8576 -2.0206
H -1.4883 -3.2419 -1.5462
C -3.1867 -1.5573 -0.7207
O -2.4168 -1.8481 0.2060
H -4.7956 -0.9701 -2.5889
H -4.1543 -1.0259 -0.5490
H -2.2411 -3.4051 -3.2049
H -4.1732 -2.2210 -3.7174
O -0.0933 -0.0017 -1.8061
C -0.2047 1.0560 -2.6632
C -2.6028 1.9431 -2.1903
C -1.2391 2.1765 -2.3554
H -2.9794 0.9262 -2.0606
C -3.4992 3.0142 -2.2807
H 0.7751 1.5803 -2.5724
C -0.7926 3.4816 -2.5502
H -4.5600 2.8434 -2.1577
C -3.0667 4.3308 -2.4533
C -1.6928 4.5446 -2.6034
H 0.2830 3.6710 -2.6906
H -3.7768 5.1757 -2.5155
H -1.3203 5.5549 -2.7724
Si 3.3221 -4.5998 -0.0852
Cl 3.1217 -3.6813 -2.0306
C 1.9388 -5.7145 0.5785
C 4.2425 -3.4514 1.0718
C 4.6754 -6.0085 -0.2026
H 0.9899 -5.1660 0.5440
H 2.1396 -5.9762 1.6246
H 1.8244 -6.6363 0.0002
H 4.3775 -6.9202 -0.7338
H 4.9383 -6.3647 0.8046
H 5.6333 -5.7154 -0.6525
H 3.6649 -2.5382 1.1957
H 5.2159 -3.1720 0.6484
H 4.3588 -3.8950 2.0658
C 2.9172 1.4900 -0.3424
C 2.4768 2.0830 0.9351
C 3.0306 3.2470 1.5508
C 2.3065 3.4472 2.7449
C 1.3358 2.4015 2.8019
C 0.3578 2.2189 3.8921
N 1.4598 1.5929 1.7039
H 3.9568 1.7862 -0.5115
H 2.3332 1.8806 -1.1844
H 2.8494 0.3957 -0.3548
H 3.8549 3.8228 1.1446
H 2.4169 4.2106 3.5132
H 0.8926 2.0164 4.8341
H -0.2105 3.1543 4.0277
H -0.3501 1.4054 3.7025
*
```

=====

No. 3
The following is a DFT calculation (the ωB97M-V functional and the def2-TZVPD basis) of a 5-piece molecular cluster, C29H51FN2O18S overall at a distorted geometry.

Summary:
structure (SMILES): [H]/N=C\C[C@](F)(CCCC(=O)O)OC[C@@H](CCCCOC(C)=O)OCN=C=S.COC(=O)OC.COC(=O)OC.COC(=O)OC.COC(=O)OC
LUMO: -0.9 eV
HOMO energy: -9.80 eV
frontier orbital gap: 8.921 eV

```
! wB97M-V def2-TZVPD RIJCOSX def2/J DEFGRID3
* xyz 0 1
H 3.0865 8.2646 -1.9032
N 2.2715 8.9072 -1.7650
C 2.0745 9.1037 -0.4105
C 3.0704 8.3586 0.7058
C 2.2770 7.0842 1.4431
F 0.8950 7.1007 0.9114
C 2.1352 7.3376 3.0860
C 1.2326 8.6620 3.4413
C 0.3239 8.2475 4.7814
C 1.3796 7.7116 5.9357
O 1.9299 8.6311 6.7575
O 1.8006 6.3125 6.1199
O 3.0278 5.8437 1.1968
C 2.1535 4.7204 0.8262
C 3.0962 3.3667 0.5492
C 2.0685 2.0910 0.6065
C 0.7146 2.2908 -0.3251
C 0.0773 0.8215 -0.6760
C -1.5445 0.9206 -1.0189
O -1.9905 2.2728 -1.3893
C -1.7717 2.5593 -2.8156
C -0.8384 3.8080 -3.3525
O -2.4022 1.7752 -3.7318
O 3.7398 3.5952 -0.7535
C 4.3130 2.3660 -1.3223
N 3.4271 1.9521 -2.4785
C 3.4373 0.5829 -2.6696
S 3.0366 -1.0770 -2.8064
H 1.1962 9.8079 -0.0380
H 4.0245 8.0142 0.1099
H 3.3270 9.2111 1.5003
H 3.2001 7.3210 3.5950
H 1.5165 6.3971 3.4791
H 0.4796 8.9839 2.5957
H 1.9542 9.5627 3.6374
H -0.5004 7.4348 4.5239
H -0.1884 9.2323 5.1670
H 2.7941 6.2826 5.9122
H 1.3564 4.4638 1.6764
H 1.6256 4.9262 -0.2248
H 3.8932 3.3542 1.4345
H 1.6683 2.0338 1.7297
H 2.5887 1.0378 0.4217
H 0.9607 2.9599 -1.2535
H -0.0562 2.8819 0.3505
H 0.2272 0.1402 0.2875
H 0.5903 0.2700 -1.5729
H -2.1436 0.6086 -0.0397
H -1.7464 0.0989 -1.8374
H -1.3793 4.4440 -4.1952
H -0.5809 4.5843 -2.4856
H 0.2127 3.4475 -3.7846
H 5.3601 2.6780 -1.8017
H 4.5439 1.5199 -0.5465
C 1.5274 -5.5835 2.5090
O 0.8895 -5.4766 1.2379
C 1.7164 -5.1065 0.2275
O 2.9102 -4.8706 0.3278
O 0.9848 -5.0444 -0.9137
C 1.7303 -4.6641 -2.0686
H 0.7733 -5.8847 3.2412
H 2.3094 -6.3493 2.4852
H 1.9393 -4.6169 2.8168
H 2.5204 -5.3932 -2.2753
H 2.1504 -3.6609 -1.9438
H 1.0465 -4.6469 -2.9217
C 0.0014 -2.0360 2.4483
O -0.4638 -1.1106 3.4288
C -0.1741 -1.4597 4.7078
O 0.4280 -2.4624 5.0586
O -0.6702 -0.4998 5.5286
C -0.4378 -0.7364 6.9158
H -0.2851 -1.6572 1.4634
H 1.0927 -2.1176 2.4816
H -0.4661 -3.0158 2.5896
H 0.6359 -0.7662 7.1277
H -0.9228 -1.6643 7.2357
H -0.8764 0.0925 7.4781
C -2.9450 -5.3915 -2.4352
O -3.5830 -5.2846 -3.7064
C -2.7561 -4.9145 -4.7167
O -1.5622 -4.6787 -4.6164
O -3.4876 -4.8524 -5.8579
C -2.7422 -4.4721 -7.0128
H -3.6992 -5.6927 -1.7030
H -2.1630 -6.1573 -2.4590
H -2.5331 -4.4250 -2.1275
H -1.9520 -5.2012 -7.2195
H -2.3221 -3.4689 -6.8881
H -3.4260 -4.4549 -7.8659
C -6.5800 -11.2761 -1.2708
O -6.3728 -9.9522 -1.7593
C -5.2556 -9.8046 -2.5153
O -4.4556 -10.6845 -2.7922
O -5.1830 -8.5083 -2.9101
C -4.0487 -8.2040 -3.7193
H -7.5001 -11.2782 -0.6801
H -6.7023 -11.9792 -2.1011
H -5.7533 -11.5818 -0.6214
H -4.0698 -8.7843 -4.6474
H -3.1208 -8.3870 -3.1679
H -4.0921 -7.1422 -3.9766
*
```

=====

No. 4
The following is a DFT calculation (the ωB97M-V functional and the def2-TZVPD basis) of a 4-piece molecular cluster, C29H52N2O16PS3 overall at a distorted geometry.

Summary:
LUMO: -4.9 eV
HOMO energy: -11.64 eV
frontier orbital gap: 6.711 eV

```
! wB97M-V def2-TZVPD RIJCOSX def2/J DEFGRID3
* xyz 1 1
C 0.4357 -6.2989 2.8389
C 1.0113 -5.6185 1.5128
C -0.2048 -4.9140 0.7337
N -0.2811 -3.5110 1.2567
C -1.0351 -3.3313 2.4214
C -1.2045 -2.0588 3.0829
C -0.5295 -0.8805 2.4732
C -0.6785 0.4785 3.2180
O 0.1527 0.9059 3.9627
O -1.8575 1.2338 3.0786
C -1.6800 2.3713 2.2136
N -1.9022 1.9854 0.7860
C 0.2585 -1.0477 1.2495
P 1.1657 0.3381 0.4128
O 1.0132 1.6589 1.0682
O 0.6594 0.4958 -1.1617
O 2.8029 -0.0161 0.3976
C 0.3294 -2.4235 0.6685
C 1.1176 -2.6384 -0.6456
C 0.1584 -2.5449 -1.9351
C 1.0773 -2.7768 -3.2054
O 1.7861 -1.5755 -3.5348
O 1.6350 -6.6682 0.7878
C 2.3835 -6.2029 -0.3402
C 3.6092 -5.2990 0.0158
C 4.1426 -4.4578 -1.0874
C 5.2619 -3.5339 -0.9351
C 5.9135 -3.4600 0.3879
C 5.4014 -4.2926 1.4803
C 4.2617 -5.2214 1.3242
H -0.3729 -6.9982 2.5064
H 0.0927 -5.5488 3.5955
H 1.3102 -6.8435 3.2979
H 1.7040 -4.8071 1.8660
H -1.1411 -5.4175 1.1092
H -0.1119 -4.9621 -0.3773
H -1.5444 -4.2142 2.8851
H -1.7881 -1.9027 4.0159
H -2.4453 3.1646 2.4527
H -0.6756 2.8537 2.3634
H -1.6741 0.9908 0.7020
H -1.2467 2.5322 0.2152
H 1.4424 0.5159 -1.7493
H 3.0560 -0.4867 1.2154
H 1.5707 -3.6606 -0.6813
H 1.9451 -1.9058 -0.8193
H -0.3834 -1.5572 -1.9770
H -0.5931 -3.3838 -1.8943
H 0.4214 -3.1267 -4.0581
H 1.8558 -3.5722 -3.0409
H 1.1626 -0.8961 -3.8506
H 2.8022 -7.1272 -0.8392
H 1.7519 -5.7041 -1.1362
H 3.6517 -4.4894 -2.0983
H 5.5830 -2.9078 -1.8278
H 6.7746 -2.7538 0.5236
H 5.9181 -4.1761 2.4700
H 3.8769 -5.8482 2.1716
O 7.8913 -1.2591 -2.2240
S 7.5777 -0.6501 -3.4867
O 7.2035 -1.4306 -4.6285
O 8.7698 0.3375 -3.9013
C 10.1060 -0.1836 -3.9417
C 10.3548 -0.9934 -5.1997
C 6.3464 0.5907 -3.2281
H 10.3179 -0.7706 -3.0448
H 10.7764 0.6767 -3.9294
H 9.7674 -1.9130 -5.1976
H 11.4086 -1.2655 -5.2784
H 10.0660 -0.4274 -6.0872
H 6.6502 1.2199 -2.3937
H 5.4086 0.0865 -2.9980
H 6.2411 1.1767 -4.1394
O -7.2214 1.4736 -1.5793
S -7.5837 2.2482 -0.4281
O -7.8424 3.6567 -0.5184
O -6.5050 1.9874 0.7381
C -5.1174 2.1875 0.4409
C -4.7586 3.6589 0.4459
C -8.9569 1.4773 0.3721
H -4.8523 1.7188 -0.5099
H -4.5507 1.6772 1.2202
H -5.2374 4.1808 -0.3849
H -3.6810 3.7921 0.3522
H -5.0983 4.1372 1.3672
H -8.7455 0.4165 0.4901
H -9.8325 1.6188 -0.2596
H -9.1134 1.9531 1.3386
O -7.4702 8.5260 3.6137
S -6.4810 8.8462 2.6264
O -6.6863 9.8895 1.6668
O -6.0660 7.5018 1.8495
C -7.1047 6.7116 1.2547
C -7.5796 7.3119 -0.0540
C -4.9333 9.1197 3.4337
H -7.9352 6.5744 1.9517
H -6.6795 5.7263 1.0628
H -8.0977 8.2577 0.1131
H -8.2686 6.6329 -0.5592
H -6.7345 7.5186 -0.7137
H -4.7481 8.3013 4.1266
H -5.0019 10.0624 3.9742
H -4.1492 9.1776 2.6809
*
```